(1)
Density functional theory data (the ωB97M-V functional and the def2-TZVPD basis) for a single C17H20N2O5S molecule.

Summary:
2S+1: 1
SMILES string: Cc1ccc(C(=O)NCc2ccco2)cc1S(=O)(=O)N1CCOCC1
Highest occupied orbital energy in eV: -8.89
Charge: 0
E_LUMO in eV: 0.4
ΔE to the lowest compared entry with this formula, charge and spin in eV: 1.997
Kohn-Sham gap in eV: 9.32

Positions of all 45 atoms, in Å:
C -3.21 2.22 -2.43
C -2.76 1.50 -1.20
C -3.60 0.55 -0.62
C -3.23 -0.15 0.51
C -1.99 0.09 1.12
C -1.66 -0.70 2.34
O -2.51 -1.23 3.02
N -0.34 -0.78 2.62
C 0.17 -1.58 3.73
C 0.92 -2.77 3.24
C 0.60 -4.09 3.19
C 1.69 -4.75 2.58
C 2.60 -3.78 2.29
O 2.14 -2.57 2.68
C -1.16 1.05 0.56
C -1.54 1.73 -0.58
S -0.25 2.85 -1.12
O 0.22 3.59 0.01
O -0.58 3.60 -2.31
N 0.94 1.70 -1.47
C 0.65 0.97 -2.69
C 1.70 -0.14 -2.85
O 3.00 0.38 -2.87
C 3.28 1.11 -1.70
C 2.28 2.26 -1.52
H -3.45 1.50 -3.22
H -2.46 2.91 -2.79
H -4.12 2.78 -2.22
H -4.56 0.35 -1.08
H -3.89 -0.88 0.96
H 0.34 -0.41 1.98
H 0.83 -0.95 4.34
H -0.69 -1.90 4.31
H -0.31 -4.54 3.55
H 1.79 -5.80 2.38
H 3.57 -3.81 1.83
H -0.22 1.33 1.00
H -0.35 0.54 -2.60
H 0.67 1.64 -3.56
H 1.56 -0.66 -3.80
H 1.59 -0.85 -2.02
H 4.29 1.50 -1.81
H 3.23 0.45 -0.83
H 2.45 2.79 -0.58
H 2.37 2.97 -2.36

Atomic partial charges in e from the Mulliken method, atoms 1 to 2: -1.876 1.249



(2)
Density functional theory data (the ωB97M-V functional and the def2-TZVPD basis) for a molecular structure, C5H7FOS at a distorted geometry.

Summary:
2S+1: 1
Highest occupied orbital energy in eV: -8.72
Charge: 0
E_LUMO in eV: -1.1
ΔE to the lowest compared entry with this formula, charge and spin in eV: 3.721
Kohn-Sham gap in eV: 7.62

Positions of all 15 atoms, in Å:
C 0.81 1.50 -0.42
C 0.50 -0.10 -0.27
C -0.72 -0.57 0.28
C -2.09 0.15 0.25
C 1.67 -0.80 -0.11
H 1.05 1.57 -1.53
H 1.88 1.54 0.41
H -0.15 2.26 -0.02
H -0.73 -1.43 0.95
H -2.13 1.25 -0.31
H -2.41 0.27 1.43
H 0.64 -2.46 -0.43
O 1.59 -2.14 -0.34
F -3.06 -0.87 -0.15
S 3.15 -0.17 0.25

Atomic partial charges in e from the Mulliken method, atoms 1 to 2: -0.910 0.484



(3)
Density functional theory data (the ωB97M-V functional and the def2-TZVPD basis) for 3 unconnected molecules or ions with the total composition C3H6N2O2 at a distorted geometry.

Summary:
2S+1: 1
SMILES string: C1=NC1.O=C=O.N
Highest occupied orbital energy in eV: -9.81
Charge: 0
E_LUMO in eV: 0.3
ΔE to the lowest compared entry with this formula, charge and spin in eV: 4.144
Kohn-Sham gap in eV: 10.12

Positions of all 13 atoms, in Å:
C 0.78 2.16 0.17
N 0.12 1.23 0.92
C -0.48 2.54 0.70
H 1.46 2.28 -0.66
H -0.45 3.11 1.54
H -1.34 2.43 -0.06
O -2.06 -1.52 -0.33
C -2.43 -0.46 -0.09
O -2.97 0.52 0.12
N 1.90 -3.30 -0.72
H 1.77 -3.66 0.24
H 1.05 -2.67 -1.06
H 2.66 -2.66 -0.78

Atomic partial charges in e from the Mulliken method, atoms 1 to 2: -0.085 -0.438



(4)
Density functional theory data (the ωB97M-V functional and the def2-TZVPD basis) for 9 unconnected molecules or ions with the total composition C18H54O18 at a distorted geometry.

Summary:
2S+1: 1
SMILES string: OCCO.OCCO.OCCO.OCCO.OCCO.OCCO.OCCO.OCCO.OCCO
Highest occupied orbital energy in eV: -9.41
Charge: 0
E_LUMO in eV: -0.1
ΔE to the lowest compared entry with this formula, charge and spin in eV: 3.307
Kohn-Sham gap in eV: 9.29

Positions of all 90 atoms, in Å:
O 27.15 -2.72 -0.47
C 26.34 -2.16 -1.45
C 25.35 -3.07 -2.21
O 26.12 -3.76 -3.11
H 26.58 -3.18 0.16
H 25.79 -1.40 -0.89
H 27.02 -1.69 -2.16
H 24.52 -2.55 -2.68
H 24.92 -3.77 -1.49
H 26.32 -3.29 -3.92
O 21.97 1.06 -2.22
C 22.40 1.69 -3.35
C 21.32 1.84 -4.43
O 20.25 2.62 -3.97
H 21.14 1.47 -1.98
H 22.75 2.69 -3.12
H 23.29 1.26 -3.82
H 20.89 0.85 -4.61
H 21.75 2.18 -5.37
H 19.56 2.54 -4.63
O 17.71 6.63 -8.00
C 17.58 6.32 -9.40
C 18.73 7.14 -10.08
O 19.99 6.55 -9.81
H 18.61 6.53 -7.72
H 17.63 5.24 -9.54
H 16.63 6.70 -9.78
H 18.61 8.14 -9.67
H 18.55 7.26 -11.14
H 20.63 7.24 -9.62
O 28.30 2.92 -9.17
C 27.29 3.35 -8.22
C 25.92 2.88 -8.64
O 25.87 1.45 -8.51
H 27.88 2.63 -9.99
H 27.49 3.00 -7.21
H 27.28 4.44 -8.17
H 25.64 3.19 -9.64
H 25.14 3.32 -8.02
H 26.07 1.06 -9.37
O 24.73 2.15 1.69
C 25.20 3.53 1.71
C 26.69 3.52 1.41
O 26.88 2.98 0.15
H 24.71 1.78 0.80
H 24.65 4.17 1.02
H 25.11 3.90 2.73
H 27.12 2.83 2.13
H 27.15 4.50 1.49
H 27.80 2.70 0.11
O 17.68 0.84 -10.34
C 18.98 0.36 -10.71
C 20.01 1.47 -10.54
O 19.90 2.49 -11.51
H 17.26 1.26 -11.10
H 19.23 -0.42 -9.99
H 18.84 -0.06 -11.71
H 21.05 1.17 -10.69
H 19.92 1.95 -9.56
H 19.92 3.33 -11.04
O 14.09 3.52 -6.89
C 14.18 2.11 -7.11
C 15.16 1.46 -6.13
O 16.55 1.56 -6.52
H 15.02 3.75 -6.82
H 13.21 1.62 -6.99
H 14.47 1.85 -8.13
H 14.94 0.40 -6.03
H 15.09 1.91 -5.14
H 16.57 1.40 -7.47
O 22.15 -4.23 2.56
C 22.90 -3.03 2.42
C 24.09 -3.22 3.32
O 24.93 -4.21 2.81
H 21.48 -4.15 1.88
H 23.01 -2.86 1.35
H 22.34 -2.18 2.82
H 23.82 -3.55 4.32
H 24.63 -2.29 3.45
H 24.47 -5.05 2.86
O 18.76 5.24 -0.67
C 17.96 4.54 0.29
C 18.67 3.85 1.45
O 19.05 4.86 2.38
H 18.99 4.77 -1.48
H 17.17 5.19 0.68
H 17.53 3.70 -0.25
H 19.55 3.37 1.02
H 18.06 3.10 1.94
H 19.54 5.48 1.84

Atomic partial charges in e from the Mulliken method, atoms 1 to 2: -0.502 -0.251



(5)
Density functional theory data (the ωB97M-V functional and the def2-TZVPD basis) for 7 unconnected molecules or ions with the total composition C2H16BrO7 at a distorted geometry.

Summary:
2S+1: 1
Highest occupied orbital energy in eV: -5.80
Charge: -1
E_LUMO in eV: 2.9
Kohn-Sham gap in eV: 8.72

Positions of all 26 atoms, in Å:
Br -1.16 1.16 -0.48
C 0.46 -2.24 -1.56
C 1.27 -3.04 -0.55
O 1.29 -2.41 0.74
O -0.90 -2.20 -1.16
H 0.41 -2.78 -2.51
H 0.81 -1.22 -1.68
H 2.32 -3.09 -0.83
H 0.90 -4.05 -0.37
H 2.00 -2.81 1.25
H -0.91 -1.36 -0.70
O -0.57 4.49 0.06
H -0.69 3.55 -0.11
H -1.37 4.90 -0.26
O -3.21 -0.13 2.10
H -2.74 0.27 1.37
H -3.47 -0.99 1.78
O 0.91 1.15 -3.14
H 1.78 1.32 -2.78
H 0.36 0.99 -2.37
O 0.82 -0.03 1.82
H 0.78 -0.94 1.53
H 0.30 0.45 1.18
O -0.07 3.07 2.50
H 0.60 3.69 2.19
H 0.09 2.28 1.98

Atomic partial charges in e from the Mulliken method, atoms 1 to 2: -0.838 -0.326



(6)
Density functional theory data (the ωB97M-V functional and the def2-TZVPD basis) for 8 unconnected molecules or ions with the total composition C23H60N5O22P3 at a distorted geometry.

Summary:
2S+1: 2
Highest occupied orbital energy (alpha / beta) in eV: -0.71 / -4.39
Charge: -1
E_LUMO (alpha / beta) in eV: 1.8 / 1.8
Kohn-Sham gap (alpha / beta) in eV: 2.49 / 6.17

Positions of all 113 atoms, in Å:
C 2.30 1.72 -4.48
C 3.79 1.67 -4.04
O 4.25 2.45 -2.87
P 3.94 2.16 -1.37
O 2.58 1.60 -1.05
O 4.28 3.52 -0.63
C 3.69 3.83 0.68
C 4.72 4.01 1.83
O 5.11 1.19 -0.94
C 4.72 0.02 -0.23
C 4.56 0.16 1.34
H 1.91 2.68 -4.83
H 2.03 1.00 -5.26
H 1.71 1.43 -3.62
H 3.99 0.64 -3.75
H 4.29 1.87 -4.99
H 3.21 4.79 0.45
H 2.97 3.05 0.91
H 5.07 3.00 2.05
H 5.55 4.56 1.40
H 4.38 4.42 2.79
H 3.85 -0.54 -0.57
H 5.63 -0.57 -0.37
H 4.72 -0.81 1.81
H 5.27 0.83 1.83
H 3.51 0.45 1.43
C 3.20 -6.24 6.10
C 3.36 -7.21 4.90
O 2.68 -6.48 3.84
P 1.34 -6.90 3.21
O 0.52 -7.63 4.17
O 0.59 -5.45 2.53
C 1.06 -4.59 1.47
C 1.21 -3.16 2.10
O 1.67 -7.84 1.97
C 0.57 -8.41 1.36
C 1.01 -9.33 0.15
H 3.78 -5.35 5.85
H 2.15 -5.99 6.21
H 3.63 -6.63 7.02
H 4.37 -7.41 4.53
H 2.90 -8.17 5.12
H 1.94 -4.96 0.95
H 0.19 -4.71 0.82
H 0.30 -2.92 2.65
H 1.97 -3.19 2.88
H 1.38 -2.29 1.47
H 0.07 -9.06 2.08
H -0.08 -7.75 0.80
H 0.21 -9.74 -0.46
H 1.52 -8.66 -0.54
H 1.74 -10.07 0.48
C -3.45 -2.40 0.21
C -3.68 -1.03 0.74
O -2.46 -0.29 0.85
P -2.45 1.28 0.23
O -3.77 1.91 0.20
O -1.31 1.99 1.08
C 0.08 1.72 1.14
C 0.35 0.78 2.27
O -1.66 1.01 -1.19
C -1.90 1.82 -2.29
C -1.04 3.11 -2.23
H -3.29 -2.35 -0.87
H -2.51 -2.68 0.70
H -4.17 -3.20 0.39
H -4.37 -0.64 -0.01
H -4.23 -0.94 1.68
H 0.59 1.41 0.23
H 0.47 2.74 1.27
H 1.37 0.49 2.51
H -0.04 1.32 3.14
H -0.26 -0.11 2.11
H -1.47 1.22 -3.09
H -2.92 2.18 -2.43
H -1.48 3.68 -1.41
H 0.04 3.07 -2.12
H -1.20 3.72 -3.12
C -5.55 4.46 0.85
N -4.50 5.18 0.14
O -3.41 4.66 -0.03
O -4.86 6.16 -0.52
H -6.29 5.15 1.26
H -5.14 3.91 1.70
H -5.90 3.74 0.12
C 0.29 -1.13 -1.64
N -0.39 -2.48 -1.99
O -1.37 -2.44 -2.71
O 0.02 -3.44 -1.46
H 1.37 -1.17 -1.50
H -0.16 -0.71 -0.74
H 0.33 -0.60 -2.59
C -3.74 4.74 -6.76
N -3.40 3.76 -5.69
O -4.07 3.60 -4.63
O -2.41 3.07 -5.93
H -4.77 4.64 -7.09
H -3.08 4.53 -7.60
H -3.53 5.71 -6.30
C -3.34 0.58 3.50
N -4.29 1.00 4.58
O -5.30 1.58 4.20
O -4.00 0.88 5.72
H -3.31 -0.51 3.45
H -2.38 1.03 3.73
H -3.78 0.99 2.59
C -2.54 6.34 -3.19
N -1.09 6.34 -3.64
O -0.31 7.08 -2.95
O -0.82 5.61 -4.62
H -3.14 6.64 -4.05
H -2.77 6.99 -2.34
H -2.92 5.33 -3.02

Atomic partial charges in e from the Mulliken method, atoms 1 to 2: -0.616 -0.229



(7)
Density functional theory data (the ωB97M-V functional and the def2-TZVPD basis) for a molecular structure, C2H8N2SbSe4Ti.

Summary:
2S+1: 2
Highest occupied orbital energy (alpha / beta) in eV: -7.93 / -7.89
Charge: 0
E_LUMO (alpha / beta) in eV: -0.3 / -1.8
ΔE to the lowest compared entry with this formula, charge and spin in eV: 0.000
Kohn-Sham gap (alpha / beta) in eV: 7.60 / 6.06

Positions of all 18 atoms, in Å:
Ti 0.53 0.60 0.73
Se 0.41 0.15 2.88
Sb 2.07 2.54 -1.19
Se 2.97 0.48 0.07
Se 0.22 3.04 0.45
Se 1.02 0.56 -2.32
N -1.57 0.33 0.11
C -2.02 -1.07 0.18
C -0.96 -1.92 -0.49
N 0.35 -1.58 0.10
H -2.13 0.93 0.71
H -1.65 0.69 -0.84
H -2.99 -1.23 -0.29
H -2.10 -1.34 1.24
H -0.92 -1.68 -1.55
H -1.20 -2.98 -0.39
H 1.10 -1.80 -0.54
H 0.50 -2.10 0.96

Atomic partial charges in e from the Mulliken method, atoms 1 to 2: 0.741 -0.452



(8)
Density functional theory data (the ωB97M-V functional and the def2-TZVPD basis) for a single C5H6N2 molecule at a distorted geometry.

Summary:
2S+1: 1
SMILES string: N#C[C@H]1[C@H]2CCN21
Highest occupied orbital energy in eV: -9.83
Charge: 0
E_LUMO in eV: 0.9
ΔE to the lowest compared entry with this formula, charge and spin in eV: 2.397
Kohn-Sham gap in eV: 10.76

Positions of all 13 atoms, in Å:
N 2.28 0.16 1.73
C 1.79 0.21 0.68
C 1.13 0.37 -0.60
C -0.04 -0.43 -1.01
C -0.83 -0.90 0.20
C -1.01 0.60 0.50
N -0.19 1.02 -0.68
H 1.81 0.69 -1.39
H -0.20 -0.72 -2.04
H -1.75 -1.44 -0.05
H -0.27 -1.48 0.93
H -2.03 0.93 0.29
H -0.68 0.99 1.46

Atomic partial charges in e from the Mulliken method, atoms 1 to 2: -0.442 0.092



(9)
Density functional theory data (the ωB97M-V functional and the def2-TZVPD basis) for 2 unconnected molecules or ions with the total composition C9H27NO9P3S at a distorted geometry.

Summary:
2S+1: 1
Highest occupied orbital energy in eV: -4.62
Charge: -1
E_LUMO in eV: 2.5
Kohn-Sham gap in eV: 7.16

Positions of all 50 atoms, in Å:
C 2.61 0.54 3.10
O 1.33 0.25 2.57
C 1.46 0.12 1.14
P -0.27 -0.43 0.43
C -0.26 0.97 -0.92
O -1.49 1.76 -1.04
N -1.60 2.24 -2.31
O -2.60 2.83 -2.46
O -0.97 0.51 1.64
C -2.24 1.03 1.75
C -2.83 0.71 3.19
C -4.14 -0.12 3.12
O -3.17 1.95 3.86
P -2.24 -1.24 -0.36
O -3.15 -1.80 0.74
P -0.16 -2.32 1.69
O -1.04 -2.20 3.10
O 1.43 -2.63 2.23
S -0.55 -3.95 0.64
H 3.40 -0.03 2.59
H 2.65 0.28 4.17
H 2.83 1.62 2.98
H 2.26 -0.59 0.87
H 1.77 1.13 0.82
H 0.34 -1.25 -0.58
H 0.59 1.65 -0.87
H -0.15 0.45 -1.89
H -2.17 2.14 1.78
H -3.07 0.84 1.05
H -2.08 0.26 3.83
H -4.92 0.28 3.79
H -3.98 -1.16 3.41
H -4.57 -0.15 2.11
H -3.81 2.40 3.31
H -1.95 -2.20 -1.39
H -3.01 -0.24 -1.02
H -0.63 -2.80 3.72
H 1.83 -2.95 1.43
C 3.51 -0.97 -4.43
C 2.42 0.02 -4.07
C 2.43 1.23 -5.00
O 2.59 0.46 -2.72
H 4.50 -0.51 -4.34
H 3.50 -1.82 -3.75
H 3.39 -1.33 -5.45
H 1.45 -0.47 -4.12
H 3.38 1.76 -4.93
H 1.65 1.93 -4.72
H 2.28 0.93 -6.04
H 3.44 0.89 -2.65

Atomic partial charges in e from the Mulliken method, atoms 1 to 2: -0.856 -0.215



(10)
Density functional theory data (the ωB97M-V functional and the def2-TZVPD basis) for a molecular structure, C3H2LiO2 at a distorted geometry.

Summary:
2S+1: 1
Highest occupied orbital energy in eV: -14.28
Charge: +1
E_LUMO in eV: -4.9
ΔE to the lowest compared entry with this formula, charge and spin in eV: 2.154
Kohn-Sham gap in eV: 9.38

Positions of all 8 atoms, in Å:
O 0.39 1.16 0.30
O 0.39 -0.92 -0.17
C -0.92 0.88 0.19
C -0.97 -0.48 -0.18
C 1.18 0.09 -0.01
H -1.56 -0.21 1.01
Li 3.02 0.29 -0.08
H -1.53 -0.82 -1.05

Atomic partial charges in e from the Mulliken method, atoms 1 to 2: -0.120 -0.206



(11)
Density functional theory data (the ωB97M-V functional and the def2-TZVPD basis) for a molecular structure, C23H58F6N6O5P at a distorted geometry.

Summary:
2S+1: 1
Highest occupied orbital energy in eV: -20.24
Charge: +5
E_LUMO in eV: -14.8
ΔE to the lowest compared entry with this formula, charge and spin in eV: 51.351
Kohn-Sham gap in eV: 5.47

Positions of all 99 atoms, in Å:
C -3.96 -2.91 -2.90
C -2.67 -2.30 -3.42
O -2.54 -1.78 -4.55
N -1.45 -2.17 -2.48
H -1.25 -1.21 -2.25
H -1.69 -2.57 -1.58
C -0.22 -2.79 -3.10
H -3.72 -3.96 -2.68
H -4.76 -3.03 -3.63
H -4.40 -2.57 -1.97
H -0.25 -3.88 -3.00
H 0.58 -2.45 -2.44
H -0.03 -2.38 -4.08
C 2.98 0.36 0.71
C 2.03 1.29 1.41
O 0.91 1.60 1.02
N 2.60 2.01 2.68
H 3.16 1.33 3.17
H 3.29 2.70 2.46
C 1.48 2.54 3.61
H 3.41 -0.31 1.46
H 3.69 1.02 0.22
H 2.34 -0.25 0.08
H 0.64 2.90 3.01
H 1.90 3.48 3.95
H 1.07 1.82 4.32
C 0.90 -1.23 1.95
C 0.28 -0.58 3.21
O -0.43 0.38 3.06
N 0.69 -1.06 4.61
H 1.14 -1.96 4.55
H 1.47 -0.49 4.92
C -0.54 -1.19 5.54
H 1.06 -0.51 1.15
H 0.22 -1.89 1.40
H 1.88 -1.65 2.18
H -0.28 -1.57 6.53
H -1.27 -1.90 5.17
H -0.85 -0.15 5.63
C 1.94 -2.62 -1.26
C 2.24 -3.94 -0.61
O 3.11 -4.69 -1.14
N 1.37 -4.40 0.61
H 1.37 -3.79 1.42
H 0.39 -4.38 0.37
C 1.73 -5.85 1.00
H 1.06 -2.75 -1.89
H 2.77 -2.24 -1.86
H 1.80 -1.89 -0.47
H 1.88 -6.49 0.13
H 0.79 -6.24 1.39
H 2.53 -5.84 1.74
C -0.09 1.70 -2.57
C 0.96 0.73 -3.02
O 0.85 0.01 -4.03
N 2.36 0.75 -2.32
H 2.85 1.28 -3.04
H 2.51 1.34 -1.51
C 2.87 -0.66 -2.00
H -1.10 1.31 -2.73
H -0.15 2.59 -3.19
H 0.02 1.85 -1.50
H 2.14 -1.24 -1.44
H 3.84 -0.67 -1.50
H 3.02 -1.07 -3.00
C -1.73 4.36 -3.36
C -2.25 4.04 -2.01
C -1.10 3.74 -0.99
N -1.70 3.05 0.31
C -2.33 4.05 1.28
C -2.57 1.75 0.07
C -2.44 0.92 1.30
C -1.17 1.34 1.99
C -0.47 2.42 1.04
H -2.45 4.86 -4.02
H -1.35 3.47 -3.85
H -0.93 5.11 -3.34
H -2.95 3.20 -2.09
H -2.93 4.79 -1.62
H -0.56 4.62 -0.63
H -0.47 2.95 -1.40
H -1.60 4.85 1.45
H -2.68 3.62 2.22
H -3.24 4.42 0.82
H -3.53 2.23 -0.12
H -2.16 1.32 -0.84
H -3.25 1.09 2.01
H -2.46 -0.11 0.94
H -1.33 1.86 2.93
H -0.52 0.47 2.06
H 0.07 3.26 1.48
H 0.17 1.89 0.34
P -0.35 -0.71 -0.48
F -1.87 -1.06 -0.83
F -0.12 -2.32 -0.54
F -0.12 -0.66 -2.03
F 1.25 -0.41 -0.15
F -0.59 0.88 -0.52
F -0.78 -0.77 1.04

Atomic partial charges in e from the Mulliken method, atoms 1 to 2: -1.319 0.637